1.
DFT (ωB97M-V/def2-TZVPD) results for a cluster of 15 separate species, C23H76N6O15 in total.

```
! RIJCOSX wB97M-V def2-TZVPD def2/J DEFGRID3
* xyz 0 1
C 4.87 -0.43 -2.68
C 3.70 -0.64 -3.64
O 2.90 0.55 -3.58
H 5.31 -1.44 -2.56
H 4.56 -0.22 -1.66
H 5.64 0.33 -3.01
H 3.25 -1.61 -3.42
H 4.06 -0.81 -4.67
H 2.31 0.50 -2.87
C -3.58 -2.21 -2.91
C -2.85 -1.91 -1.58
O -3.40 -0.71 -1.05
H -3.15 -1.68 -3.69
H -4.65 -2.12 -2.86
H -3.43 -3.24 -3.21
H -1.75 -1.78 -1.83
H -2.72 -2.62 -0.76
H -2.71 -0.21 -0.78
C 0.33 5.67 1.05
C 0.97 4.62 1.98
O 0.56 3.35 1.56
H 0.43 6.69 1.43
H -0.81 5.55 1.05
H 0.72 5.58 0.03
H 0.81 4.69 3.09
H 2.05 4.55 1.86
H 1.03 2.66 2.08
C -0.52 1.64 -3.89
C -1.07 1.01 -5.09
O -1.78 2.03 -5.74
H 0.38 2.25 -4.15
H -0.26 0.90 -3.21
H -1.27 2.25 -3.34
H -1.75 0.19 -4.98
H -0.31 0.67 -5.84
H -2.75 1.99 -5.57
C 0.21 -1.33 5.39
C -0.76 -0.81 4.31
O -0.53 0.49 3.93
H 0.23 -0.68 6.20
H 1.19 -1.23 4.99
H 0.01 -2.38 5.63
H -1.72 -1.00 4.76
H -0.81 -1.43 3.46
H -1.36 0.77 3.57
C 4.32 -3.57 0.12
C 3.35 -2.46 -0.39
O 2.08 -2.61 0.28
H 5.32 -3.50 -0.40
H 3.76 -4.44 -0.17
H 4.37 -3.61 1.15
H 3.19 -2.43 -1.45
H 3.62 -1.41 -0.05
H 1.78 -3.53 0.11
C -3.60 3.26 -2.56
C -3.02 2.83 -1.20
O -3.22 3.83 -0.21
H -3.18 4.08 -3.07
H -4.65 3.45 -2.49
H -3.48 2.48 -3.31
H -2.01 2.49 -1.17
H -3.55 1.97 -0.94
H -2.89 3.49 0.65
C 3.18 2.78 -1.36
C 2.19 3.67 -2.01
O 0.85 3.53 -1.55
H 3.00 2.97 -0.27
H 4.18 2.92 -1.66
H 2.87 1.81 -1.52
H 2.07 3.41 -3.13
H 2.59 4.65 -2.03
H 0.76 3.87 -0.63
C -3.53 -2.02 2.93
O -3.17 -3.06 3.86
N -2.86 -1.92 1.83
N -4.42 -1.17 3.22
H -2.31 -2.69 1.52
H -3.10 -1.22 1.09
H -4.84 -1.03 4.16
H -4.82 -0.61 2.50
C 0.49 0.04 -0.59
O 1.53 -0.31 -1.40
N -0.06 -0.79 0.22
N 0.02 1.20 -0.51
H 0.38 -1.69 0.20
H -0.66 -0.52 1.01
H 0.34 2.05 -1.08
H -0.62 1.46 0.17
C -2.68 1.68 2.07
O -2.39 0.75 1.08
N -2.18 2.85 2.12
N -3.34 1.40 3.12
H -1.35 3.18 1.57
H -2.45 3.59 2.77
H -3.80 0.49 3.28
H -3.47 2.13 3.87
C 0.11 -2.55 -3.63
O -0.73 -3.25 -4.48
H 0.01 -3.03 -2.66
H -0.30 -1.53 -3.42
H 1.14 -2.29 -4.06
H -0.60 -4.22 -4.42
C -0.80 -4.36 1.86
O -0.89 -3.86 0.51
H -0.71 -3.62 2.72
H 0.19 -4.86 2.04
H -1.54 -5.18 2.01
H -0.58 -4.62 0.02
C 2.66 -3.88 3.73
O 1.71 -3.09 2.99
H 2.24 -4.20 4.71
H 3.60 -3.34 3.87
H 2.90 -4.75 3.11
H 2.09 -2.93 2.17
C 2.47 0.38 2.36
O 1.86 1.56 2.93
H 3.32 0.68 1.75
H 1.65 -0.05 1.85
H 2.85 -0.38 3.03
H 1.12 1.21 3.46
*
```

Results
HOMO energy, eV: -9.032
Frontier orbital gap, eV: 8.8
Energy relative to the best compared isomer or geometry (same formula, charge and spin), kJ/mol: 661.13

---

2.
DFT (ωB97M-V/def2-TZVPD) results for an isolated molecule of C2H5N3O.

```
! RIJCOSX wB97M-V def2-TZVPD def2/J DEFGRID3
* xyz 0 1
H -0.37 1.84 -0.88
N -1.11 1.18 -0.60
C -0.70 0.04 -0.15
N -1.55 -0.93 0.39
C 0.79 -0.35 -0.09
N 1.64 0.62 0.33
O 1.17 -1.39 -0.63
H -2.52 -0.77 0.34
H -1.36 -1.90 0.08
H 2.59 0.32 0.09
H 1.42 1.33 1.12
*
```

Results
HOMO energy, eV: -9.680
Frontier orbital gap, eV: 10.5
Energy relative to the best compared isomer or geometry (same formula, charge and spin), kJ/mol: 63.79

---

3.
DFT (ωB97M-V/def2-TZVPD) results for a cluster of 5 separate species, C4H18O4 in total.

```
! RIJCOSX wB97M-V def2-TZVPD def2/J DEFGRID3
* xyz 0 1
C 1.81 -0.72 -1.69
C 1.09 -0.48 -0.34
C -0.01 -1.45 0.09
C 2.13 -0.32 0.78
H 1.66 0.10 -2.40
H 2.87 -0.70 -1.44
H 1.55 -1.67 -2.16
H 0.59 0.51 -0.38
H -0.75 -0.91 0.69
H 0.40 -2.27 0.67
H -0.61 -1.91 -0.71
H 2.51 0.71 0.82
H 1.59 -0.50 1.72
H 2.97 -0.99 0.67
O 0.41 -1.83 3.38
H -0.09 -1.02 3.55
H 0.24 -2.38 4.14
O 0.01 2.08 -3.39
H 0.83 2.36 -3.00
H 0.19 1.68 -4.24
O -3.10 0.10 1.91
H -3.92 -0.26 2.22
H -3.17 0.76 1.20
O -3.21 2.99 -0.35
H -2.29 2.91 -0.60
H -3.69 3.21 -1.13
*
```

Results
HOMO energy, eV: -10.539
Frontier orbital gap, eV: 11.1
Energy relative to the best compared isomer or geometry (same formula, charge and spin), kJ/mol: 81.72

---

4.
DFT (ωB97M-V/def2-TZVPD) results for a structure of composition C13H14BrCl5F7KLiMgN4NaO14PS2.

```
! RIJCOSX wB97M-V def2-TZVPD def2/J DEFGRID3
* xyz 1 1
N -2.78 2.59 3.39
C -2.43 2.20 2.38
C -2.04 1.78 1.03
C -1.45 0.33 0.94
C -1.92 -0.48 -0.22
N -2.27 -0.93 -1.22
P -1.75 -0.73 2.50
N -1.02 -0.18 3.75
C 0.09 0.48 0.73
O 0.91 0.14 1.51
N 0.54 1.06 -0.54
C 1.40 0.07 -1.10
O 2.57 0.17 -0.95
F 0.84 -0.94 -1.80
S -3.46 2.13 -0.08
O -3.10 2.00 -1.46
O -3.81 3.50 0.19
C -5.03 1.17 0.31
F -5.33 1.24 1.59
F -5.03 -0.07 -0.16
F -5.99 1.81 -0.33
H -1.25 2.48 0.72
H -1.22 -1.99 2.13
H -3.15 -0.89 2.66
H -1.70 -0.01 4.49
H -0.26 1.25 -1.13
O -4.66 5.25 4.36
Cl -3.51 5.51 5.15
O -3.78 6.67 6.05
O -2.39 5.79 4.33
O -3.23 4.36 6.02
Na -4.10 -2.21 -1.42
Mg -4.28 5.68 7.75
C 4.74 -1.81 -1.58
C 4.53 -2.29 -2.99
O 5.00 -3.67 -3.13
C 4.20 -4.59 -2.68
O 3.14 -4.41 -2.16
C 4.83 -5.98 -2.94
F 6.15 -6.03 -2.58
F 4.78 -6.32 -4.20
F 4.19 -6.98 -2.25
H 5.78 -1.94 -1.28
H 4.47 -0.77 -1.47
H 4.14 -2.39 -0.88
H 5.13 -1.69 -3.68
H 3.49 -2.20 -3.30
Br -8.05 0.75 0.01
O 2.97 0.73 3.44
S 4.02 1.38 2.62
O 3.41 2.47 1.82
O 4.63 0.39 1.72
O 5.04 1.93 3.53
C -2.32 6.15 -2.38
Cl -2.66 7.61 -1.38
Cl -3.03 4.73 -1.63
H -2.74 6.30 -3.37
H -1.24 6.02 -2.45
C 1.36 -8.07 -2.94
Cl -0.22 -7.37 -2.56
Cl 1.47 -8.55 -4.63
H 2.12 -7.32 -2.75
H 1.52 -8.94 -2.31
K 5.29 -5.99 -0.72
Li -1.67 9.69 -2.30
*
```

Results
HOMO energy, eV: -6.465
Frontier orbital gap, eV: 1.3

---

5.
DFT (ωB97M-V/def2-TZVPD) results for a cluster of 14 separate species, C45H68F3N7O13S4 in total.

```
! RIJCOSX wB97M-V def2-TZVPD def2/J DEFGRID3
* xyz 0 1
N -3.41 4.53 5.57
C -2.57 5.33 4.77
C -2.96 5.19 3.50
C -4.03 4.27 3.48
C -4.29 3.86 4.77
H -3.38 4.62 6.61
H -1.82 5.97 5.25
H -2.61 5.62 2.64
H -4.67 4.02 2.66
H -5.05 3.20 5.13
N -5.56 -0.64 2.69
C -5.56 0.72 2.60
C -6.23 1.15 3.73
C -6.63 0.06 4.52
C -6.15 -1.03 3.84
H -4.96 -1.29 2.16
H -5.05 1.18 1.77
H -6.42 2.16 3.95
H -7.17 -0.04 5.47
H -6.19 -2.11 4.08
N 2.79 0.74 3.61
C 3.22 0.42 2.34
C 4.59 0.72 2.27
C 4.98 1.19 3.51
C 3.90 1.21 4.32
H 1.87 0.63 4.01
H 2.56 -0.05 1.70
H 5.27 0.48 1.49
H 6.04 1.50 3.74
H 3.70 1.66 5.26
N 0.61 -0.42 -0.24
C -0.61 0.10 -0.50
C -0.53 1.11 -1.45
C 0.88 1.18 -1.81
C 1.58 0.28 -1.02
H 0.80 -1.20 0.42
H -1.47 -0.33 -0.01
H -1.30 1.68 -1.80
H 1.25 1.82 -2.58
H 2.65 0.04 -0.91
N 1.50 3.12 1.01
C 2.41 3.71 1.81
C 2.21 5.09 1.71
C 1.10 5.33 0.92
C 0.69 4.10 0.52
H 1.39 2.15 0.80
H 3.19 3.14 2.35
H 2.82 5.78 2.30
H 0.65 6.27 0.60
H -0.16 3.89 -0.17
N 0.03 -1.97 -3.84
C 0.08 -2.50 -5.12
C -0.02 -3.88 -5.04
C -0.19 -4.18 -3.62
C -0.13 -2.96 -2.95
H 0.09 -1.01 -3.67
H 0.12 -1.90 -6.04
H -0.06 -4.53 -5.92
H -0.40 -5.14 -3.20
H -0.24 -2.85 -1.87
N -2.27 1.79 -4.35
C -2.79 0.64 -4.84
C -4.16 0.62 -4.54
C -4.44 1.80 -3.81
C -3.25 2.49 -3.76
H -1.32 2.03 -4.27
H -2.20 -0.12 -5.22
H -4.79 -0.14 -4.91
H -5.42 2.19 -3.49
H -2.96 3.42 -3.28
C 1.95 -3.08 3.86
S 0.96 -2.12 2.70
O 1.52 -2.62 1.33
C -0.60 -2.84 2.90
H 1.65 -4.16 3.73
H 1.87 -2.78 4.90
H 2.97 -2.89 3.48
H -0.59 -3.87 2.48
H -1.28 -2.24 2.25
H -0.96 -2.86 3.90
C -3.62 -4.71 1.85
S -3.89 -3.49 0.58
O -3.55 -2.12 1.13
C -2.52 -3.88 -0.56
H -4.44 -4.54 2.57
H -2.63 -4.67 2.28
H -3.60 -5.70 1.34
H -2.61 -4.91 -0.86
H -1.52 -3.65 -0.10
H -2.45 -3.19 -1.46
C -0.95 2.36 3.61
S -1.04 0.52 3.51
O -0.04 0.05 4.53
C -2.60 0.18 4.25
H 0.10 2.58 3.41
H -1.32 2.65 4.59
H -1.60 2.85 2.87
H -2.45 0.34 5.32
H -2.75 -0.89 4.10
H -3.51 0.65 3.89
C 0.39 0.68 -7.71
S 0.69 1.75 -6.38
O 0.38 0.88 -5.16
C 2.40 1.71 -6.49
H -0.67 0.35 -7.74
H 1.01 -0.23 -7.68
H 0.60 1.19 -8.66
H 2.95 2.33 -5.73
H 2.65 2.00 -7.52
H 2.55 0.63 -6.25
C 2.64 -5.32 1.07
C 1.94 -5.48 -0.30
O 0.61 -5.65 -0.06
C 0.47 -5.87 1.28
O -0.62 -5.92 1.80
O 1.65 -5.91 1.87
F 2.45 -6.56 -0.99
H 2.64 -4.28 1.31
H 3.64 -5.78 1.03
H 2.06 -4.62 -0.98
C 3.73 -1.03 -3.43
C 3.44 -2.43 -3.74
O 3.62 -3.09 -2.52
C 4.40 -2.25 -1.72
O 4.70 -2.50 -0.59
O 4.67 -1.08 -2.29
F 4.41 -2.88 -4.64
H 2.87 -0.47 -3.11
H 4.24 -0.52 -4.25
H 2.48 -2.68 -4.14
C 4.62 3.39 -0.60
C 3.75 4.51 -1.16
O 3.23 3.90 -2.29
C 3.89 2.78 -2.64
O 3.73 2.17 -3.65
O 4.80 2.46 -1.71
F 4.44 5.58 -1.59
H 4.06 2.89 0.16
H 5.58 3.73 -0.31
H 2.89 4.81 -0.58
*
```

Results
HOMO energy, eV: -7.915
Frontier orbital gap, eV: 8.3

---

6.
DFT (ωB97M-V/def2-TZVPD) results for a cluster of 2 separate species, C4H11N3O2 in total.

```
! RIJCOSX wB97M-V def2-TZVPD def2/J DEFGRID3
* xyz 0 1
C 0.33 -1.95 -1.57
N 1.24 -1.08 -0.78
C 0.88 -0.85 0.45
N 1.60 0.17 1.06
N 0.07 -1.55 1.32
H -0.26 -1.28 -2.19
H -0.16 -2.73 -0.98
H 1.00 -2.47 -2.27
H 2.01 0.81 0.40
H 2.14 0.14 1.91
H -0.59 -2.18 0.89
H 0.27 -1.58 2.29
C -0.88 2.58 0.57
C -1.37 1.31 -0.18
O -2.10 0.47 0.26
O -0.93 1.36 -1.44
H 0.07 2.92 0.18
H -0.65 2.18 1.56
H -1.78 3.20 0.50
H -0.89 0.53 -1.96
*
```

Results
HOMO energy, eV: -8.680
Frontier orbital gap, eV: 9.5
Energy relative to the best compared isomer or geometry (same formula, charge and spin), kJ/mol: 142.92

---

7.
DFT (ωB97M-V/def2-TZVPD) results for a cluster of 2 separate species, H3OS2 in total.

```
! RIJCOSX wB97M-V def2-TZVPD def2/J DEFGRID3
* xyz -1 1
O 1.64 0.52 1.89
H 0.83 0.08 1.32
S -0.94 -0.77 0.18
S -0.03 0.34 -1.31
H 1.04 1.34 2.12
H 0.54 1.27 -0.56
*
```

Results
HOMO energy, eV: -2.501
Frontier orbital gap, eV: 6.3
Energy relative to the best compared isomer or geometry (same formula, charge and spin), kJ/mol: 43.40

---

8.
DFT (ωB97M-V/def2-TZVPD) results for a structure of composition C30H29GeNO3PdS.

```
! RIJCOSX wB97M-V def2-TZVPD def2/J DEFGRID3
* xyz 0 5
Pd 1.02 0.35 0.21
O 2.59 -0.66 3.97
C 2.08 0.00 3.08
O 2.20 -0.27 1.83
C 1.27 1.23 3.51
C 0.91 1.26 4.85
C 0.28 2.35 5.43
C 0.04 3.49 4.68
C 0.41 3.51 3.35
C 0.97 2.37 2.73
S 1.15 2.55 1.03
H 1.17 0.39 5.45
H 0.01 2.32 6.48
H -0.42 4.36 5.12
H 0.24 4.39 2.74
C 5.29 -1.36 1.42
N 4.65 -0.68 0.30
C 4.87 0.75 0.21
C 3.54 -1.19 -0.28
C 3.20 -2.62 0.01
O 2.82 -0.48 -1.01
H 6.22 -0.85 1.64
H 5.52 -2.39 1.17
H 4.65 -1.33 2.31
H 5.93 0.96 0.33
H 4.30 1.27 1.00
H 4.53 1.11 -0.75
H 4.04 -3.28 -0.22
H 2.34 -2.90 -0.59
H 2.95 -2.73 1.06
C -0.96 0.04 0.79
Ge -1.90 -0.28 -0.83
C -3.80 0.11 -0.83
C -4.57 -0.08 -1.97
C -5.92 0.21 -1.96
C -6.52 0.70 -0.81
C -5.76 0.90 0.33
C -4.41 0.61 0.32
C -1.57 -2.10 -1.49
C -0.27 -2.49 -1.81
C 0.00 -3.78 -2.25
C -1.03 -4.70 -2.37
C -2.33 -4.32 -2.05
C -2.59 -3.03 -1.61
C -0.94 0.99 -2.01
C -0.25 0.65 -3.17
C 0.43 1.61 -3.91
C 0.41 2.94 -3.51
C -0.29 3.30 -2.37
C -0.95 2.33 -1.62
H -1.19 -0.33 1.78
H -4.11 -0.46 -2.88
H -6.52 0.05 -2.86
H -7.58 0.93 -0.81
H -6.23 1.29 1.23
H -3.81 0.77 1.22
H 0.56 -1.79 -1.72
H 1.01 -4.07 -2.50
H -0.83 -5.70 -2.71
H -3.14 -5.04 -2.14
H -3.61 -2.75 -1.36
H -0.23 -0.38 -3.51
H 0.97 1.32 -4.81
H 0.93 3.69 -4.09
H -0.31 4.34 -2.05
H -1.49 2.62 -0.72
*
```

Results
HOMO energy (spin up / spin down), eV: -7.463 / -8.965
Frontier orbital gap (spin up / spin down), eV: 8.0 / 6.3

---

Max |F| list, top to bottom, in eV Å⁻¹: 11.72 2.84 1.66 8.70 3.97 2.66 4.98 0.52